1.
Density functional theory data (ωB97M-V with the def2-TZVPD basis set) for C3H2IO2S as an isolated structure in a non-equilibrium geometry.

Structure (XYZ):
```
9
C3H2IO2S ωB97M-V with the def2-TZVPD basis set
I 0.85418 2.36524 -0.87858
S -0.68311 -0.36319 -1.73715
O 0.43564 -0.83914 -2.53413
O -1.55618 -1.41166 -1.31632
C 0.54477 0.31013 -0.04898
C 0.11498 0.21948 1.29685
C -0.24210 0.14887 2.44755
H 1.40411 -0.34584 -0.49464
H -0.87228 -0.08389 3.26541
```

Values from the calculation:
Charge: -1
Spin multiplicity: 1
E_LUMO (eV): 2.925
Total energy (hartree): -961.836639
Gap between HOMO and LUMO (eV): 6.6052
Energy above the lowest of the compared OMol25 structures with the same formula, charge and spin (kJ/mol): 36.1

---

2.
Density functional theory data (ωB97M-V with the def2-TZVPD basis set) for a 6-piece molecular cluster, C18H33N3O3 overall in a non-equilibrium geometry.

Structure (XYZ):
```
57
C18H33N3O3 ωB97M-V with the def2-TZVPD basis set
O -0.44617 29.38670 -4.29226
O -5.64636 32.23967 -8.74556
O -4.50440 23.99528 -6.95715
N -1.08508 23.79825 -10.19288
N 3.03402 33.32867 -3.18430
N 1.29813 28.40332 -9.22113
C -6.15573 33.51898 -8.31746
C -4.48628 31.87445 -8.09291
C -4.04627 33.15355 -7.50337
C 1.84367 29.35430 -9.11299
C -4.29911 23.03172 -5.96117
C 1.05590 31.93467 -2.26568
C 2.17611 32.70468 -2.76751
C -2.10272 30.00500 -5.71808
C 2.58854 30.65763 -8.90876
C -3.33086 23.75264 -4.93857
C -0.79150 24.43420 -9.24223
C -1.21959 28.94344 -6.33008
C -1.64886 30.04815 -4.31136
C -3.69781 25.22398 -5.10519
C -4.05446 25.32665 -6.62825
C 0.03931 29.08074 -5.55921
C -0.38011 25.28266 -8.11836
C -5.30672 33.83895 -7.09150
H -2.35933 29.50821 -3.68542
H 0.70619 28.22268 -5.64343
H -1.59363 27.92624 -6.21388
H -3.47859 33.10069 -6.57438
H 3.66771 30.50535 -8.92583
H -1.11696 26.07962 -8.01840
H -3.81781 22.19178 -6.46212
H 0.30047 32.68920 -2.04633
H -1.95021 30.99634 -6.14479
H -3.57298 33.74562 -8.28667
H 0.67909 29.86869 -5.95660
H -5.92283 34.24036 -9.10070
H -4.62438 25.38037 -4.55281
H 0.72500 31.27664 -3.06917
H -3.17122 29.78956 -5.71684
H 2.28179 31.14656 -7.98413
H 2.45029 31.25714 -9.80853
H -5.75751 33.52308 -6.15069
H -3.08935 25.40289 -7.12911
H -5.28781 34.92534 -7.00486
H 1.11868 31.33894 -1.35504
H -2.83410 25.81471 -4.80001
H -1.50669 31.07988 -3.98979
H -3.81390 31.59717 -8.90479
H -7.17486 33.41377 -7.94541
H -0.26864 24.66962 -7.22400
H -3.31399 23.32896 -3.93442
H -0.96402 29.24498 -7.34589
H -4.72998 26.14586 -6.87456
H -2.33342 23.62472 -5.35910
H -4.62179 31.03579 -7.40998
H 0.61764 25.68196 -8.30051
H -5.22110 22.60129 -5.57031
```

Values from the calculation:
Charge: +1
<S²>: 0.75
Spin multiplicity: 2
E_LUMO (alpha / beta) (eV): -2.937 / -9.197
Total energy (hartree): -1095.143196
Gap between HOMO and LUMO (alpha / beta) (eV): 8.4626 / 2.2027

---

3.
Density functional theory data (ωB97M-V with the def2-TZVPD basis set) for C19H29FeI2N6OS as an isolated structure.

Structure (XYZ):
```
59
C19H29FeI2N6OS ωB97M-V with the def2-TZVPD basis set
I -2.39794 -5.19263 3.67770
I -1.60006 -3.39112 -2.01327
Fe -0.59338 0.57524 -0.26629
S 0.99006 2.31431 -0.22779
O -1.92090 -0.62630 -0.49905
N -1.81540 1.99757 -1.02158
N -1.05146 0.85957 1.69929
N 0.68918 -0.74602 0.50715
N 3.94062 0.41423 0.02915
N 4.21209 -0.32502 -1.17007
N -0.09870 0.25961 -2.17860
C 1.25845 0.74857 -2.52827
C -2.22814 -1.32608 1.73945
C 1.56786 2.12735 -1.95953
C -1.22202 0.74834 -3.01970
C -1.66922 2.09511 -2.50110
C 0.12510 0.45492 2.50743
C 1.27565 -1.75758 -0.14537
C 0.82166 -0.69105 1.84161
C 2.00923 -2.73420 0.49396
C -2.33569 -2.34139 2.67626
C -2.04297 -1.63123 0.39071
C 2.15647 -2.66494 1.87062
C -1.64773 3.31215 -0.37113
C -0.17239 3.72666 -0.33943
C -2.29881 0.12545 2.10272
C -2.25602 -3.66871 2.27110
C 1.55152 -1.62306 2.55270
C -1.95277 -2.96040 -0.00432
C -2.06704 -3.98021 0.92979
H -0.93698 0.79369 -4.07194
H -2.22674 4.07653 -0.89503
H -0.93069 2.86517 -2.71446
H -2.44960 0.24827 3.17665
H -2.74269 1.62813 -0.81939
H -2.02431 0.01949 -2.90798
H 5.18630 -0.24977 -1.44851
H -2.05720 3.25300 0.63664
H 2.64584 2.27833 -1.95799
H -0.10774 -0.75350 -2.29580
H 1.62075 -1.54344 3.62909
H -2.60561 2.41255 -2.96068
H 2.43481 -3.54400 -0.08213
H 4.03694 -1.30111 -0.96862
H 0.11703 4.30738 -1.21356
H 2.71705 -3.41952 2.40596
H -3.12899 0.61118 1.58490
H 1.37901 0.77935 -3.61424
H 1.98912 0.04001 -2.13580
H 0.02421 4.35708 0.52638
H -1.22444 1.83895 1.90637
H -0.17268 0.18991 3.52312
H -2.48592 -2.10197 3.72196
H 1.14060 -1.81453 -1.21481
H 1.13574 2.93973 -2.53917
H 0.80899 1.30440 2.57235
H -2.00155 -5.01292 0.61529
H 4.67917 0.30330 0.71973
H 3.95237 1.39515 -0.22244
```

Values from the calculation:
Charge: +2
<S²>: 0.77
Spin multiplicity: 2
E_LUMO (alpha / beta) (eV): -6.103 / -6.670
Total energy (hartree): -3401.995348
Gap between HOMO and LUMO (alpha / beta) (eV): 7.0572 / 6.4993
Energy above the lowest of the compared OMol25 structures with the same formula, charge and spin (kJ/mol): 0.0

---

4.
Density functional theory data (ωB97M-V with the def2-TZVPD basis set) for C7H5LaNO7 as an isolated structure in a non-equilibrium geometry.

Structure (XYZ):
```
21
C7H5LaNO7 ωB97M-V with the def2-TZVPD basis set
La -0.20577 0.01638 -1.53021
O -0.03837 0.49235 0.80832
O -0.30058 0.25564 -5.40415
O -2.22848 -3.00140 -1.74248
O -3.54576 2.18573 -1.74729
O 1.62835 3.51291 -1.72846
O 0.10549 -1.71483 0.55674
O 2.96181 -1.68366 -1.73037
N 0.86182 0.34550 3.23725
C 1.96553 -1.10637 -1.72331
C 1.06477 2.50423 -1.78899
C -0.28800 0.22609 -4.25269
C -2.57702 1.57977 -1.77106
C -0.03226 -0.71606 1.30286
C -0.11684 -0.70226 2.81096
C -1.63064 -2.02167 -1.71459
H 0.66043 1.24181 2.77066
H 1.82328 0.07781 2.97713
H 0.90828 0.53606 4.24321
H -1.10922 -0.38459 3.11319
H 0.09318 -1.64343 3.31327
```

Values from the calculation:
Charge: +3
Spin multiplicity: 1
E_LUMO (eV): -13.078
Total energy (hartree): -881.716176
Gap between HOMO and LUMO (eV): 9.2246

---

5.
Density functional theory data (ωB97M-V with the def2-TZVPD basis set) for a single C19H10BrCl2N3OS molecule in a non-equilibrium geometry.

Structure (XYZ):
```
37
C19H10BrCl2N3OS ωB97M-V with the def2-TZVPD basis set
Br -4.15529 -0.36460 4.66878
Cl -1.03564 -3.49231 -2.77258
Cl 1.48921 1.35111 -2.53542
S -3.76986 1.72021 2.09349
O 2.31662 -2.10271 -1.17226
N -0.67766 -0.49627 0.88237
N -1.58340 0.13608 1.69690
N 1.46373 -1.56299 0.81868
C 0.25719 -1.07142 -1.30895
C 1.18271 -0.13463 -4.82095
C -2.37213 1.40670 5.88560
C 0.01656 -2.26125 -4.94871
C -2.80804 0.67941 -0.30637
C -1.46372 3.43254 4.94166
C -3.05996 1.18003 4.70914
C -2.95197 2.04229 3.58251
C 0.32514 -1.12497 -2.79936
C 0.72120 -1.23244 -5.56726
C 1.37291 -1.64415 -0.55229
C -0.75473 -0.53021 -0.52210
C -0.15421 -2.20366 -3.54544
C 0.48020 -1.04507 1.48628
C -2.14278 3.19814 3.75364
C -2.60530 0.75454 1.13690
C -1.92577 0.06033 -1.11910
C 0.98656 -0.08355 -3.45867
C -1.57052 2.52321 6.01639
H -3.64337 1.17663 -0.75112
H 1.69236 0.68779 -5.37194
H -0.33835 -3.12121 -5.50698
H -2.43388 0.71693 6.70991
H 0.57195 -1.02068 2.56721
H 0.96521 -1.30286 -6.61481
H -0.99141 2.67539 6.90936
H -0.79609 4.28655 5.07754
H -2.14043 0.05764 -2.18394
H -2.04660 3.93071 2.95484
```

Values from the calculation:
SMILES string: O=c1ncn2nc(Sc3ccccc3Br)ccc2c1-c1c(Cl)cccc1Cl
Spin multiplicity: 1
E_LUMO (eV): -0.623
Total energy (hartree): -4862.100892
Gap between HOMO and LUMO (eV): 7.6210
Energy above the lowest of the compared OMol25 structures with the same formula, charge and spin (kJ/mol): 0.0

---

6.
Density functional theory data (ωB97M-V with the def2-TZVPD basis set) for C37H23Cl2FeN6O3 as an isolated structure in a non-equilibrium geometry.

Structure (XYZ):
```
72
C37H23Cl2FeN6O3 ωB97M-V with the def2-TZVPD basis set
Fe -0.68206 0.07416 -0.01725
Cl -1.56952 1.79673 -6.47435
Cl -0.98179 -2.90403 -3.87622
O 5.91416 0.27833 2.56476
O -0.44369 -1.12659 -1.51219
O 4.63970 0.92312 4.34703
N -2.10840 -1.71014 1.58397
N -0.67920 1.47866 -1.38175
N 1.27377 0.45428 0.68374
N -1.07061 1.29245 1.53925
N -0.96800 -1.43708 1.22442
N 1.91150 0.51600 -2.18628
C -0.77408 3.60675 -2.43466
C 3.58852 -1.54650 -2.98522
C 1.22568 0.79673 1.97806
C -5.38403 -0.72494 0.26760
C -3.64177 0.41056 -0.98648
C -1.28247 0.93146 -4.97561
C 3.64605 0.23346 0.93248
C -4.41776 -1.30580 1.06644
C -0.77002 -0.54055 -2.59499
C 4.85742 0.58097 3.16175
C -2.62550 -0.14102 -0.18427
C 2.33659 0.82630 2.79265
C 2.48252 0.19427 0.16451
C -0.85012 0.90083 -2.60625
C -1.27617 -0.43634 -4.97828
C 3.46055 -1.21630 -1.64912
C -1.52044 2.33345 4.06414
C 2.86696 -0.82846 -3.92553
C 0.98076 -3.12087 3.92497
C 0.04749 -2.17888 1.92278
C 2.11486 -3.49909 3.22066
C -1.02242 3.05735 -3.65342
C 2.03971 0.18632 -3.47208
C -0.60752 2.77787 -1.30594
C 3.58434 0.53331 2.27362
C -0.05859 -2.46903 3.27589
C 1.16847 -2.57074 1.20709
C -2.20699 1.93816 1.83007
C -0.32076 1.72145 3.75156
C -3.07743 -1.02140 0.81967
C -4.98763 0.12364 -0.76827
C 2.19797 -3.23509 1.85757
C -0.10657 1.25954 2.46253
C -1.05910 1.65063 -3.78132
C -2.46560 2.48758 3.07121
C -1.01900 -1.16957 -3.81143
C 2.61427 -0.16722 -1.28601
H 1.20235 -2.35947 0.14098
H 1.44191 0.76331 -4.17544
H -6.43403 -0.93673 0.43414
H -5.74163 0.56965 -1.41121
H 2.27700 1.08966 3.84089
H 0.91144 -3.31798 4.98889
H -0.42675 3.19161 -0.31862
H -0.94989 -2.15479 3.80721
H 4.23520 -2.36162 -3.28745
H 3.98814 -1.77626 -0.88636
H 4.62024 0.04668 0.49827
H 2.93431 -1.05009 -4.98348
H -3.40340 1.09867 -1.79340
H 0.45533 1.61755 4.49608
H -1.46101 -0.96757 -5.90436
H -4.68188 -1.98947 1.86990
H -1.70666 2.69950 5.06645
H 2.93487 -3.99269 3.72885
H -3.40142 2.99932 3.25135
H -0.71582 4.68163 -2.31842
H -2.94031 1.98712 1.03463
H 3.07773 -3.53517 1.30078
H -1.18979 3.68237 -4.52114
```

Values from the calculation:
Charge: -1
Spin multiplicity: 1
E_LUMO (eV): 1.964
Total energy (hartree): -4162.283331
Gap between HOMO and LUMO (eV): 6.7425
Energy above the lowest of the compared OMol25 structures with the same formula, charge and spin (kJ/mol): 31.4

---

7.
Density functional theory data (ωB97M-V with the def2-TZVPD basis set) for a 3-piece molecular cluster, C3H14NO3 overall in a non-equilibrium geometry.

Structure (XYZ):
```
21
C3H14NO3 ωB97M-V with the def2-TZVPD basis set
O 1.10833 0.33247 -2.29196
O -0.76663 2.38724 4.63585
O 1.32514 -0.92035 2.65566
N 0.71465 0.05827 0.22508
C -1.03728 -0.42240 -3.08088
C 0.07979 -0.68315 -2.09665
C -0.41058 -0.48565 -0.64923
H 0.42444 0.06939 1.20174
H 0.98546 -1.79578 2.85088
H -0.65832 -0.40731 -4.09498
H 2.23238 -0.97182 2.86093
H 1.53866 -0.52273 0.10036
H -1.49674 0.56029 -3.00514
H 0.66616 -1.57727 -2.29041
H -1.38235 2.88492 5.16025
H 0.87832 0.97659 -0.16813
H 0.67576 1.14950 -2.56733
H -0.89649 -1.31766 -0.15689
H -1.08008 0.37209 -0.71814
H -1.76331 -1.22581 -2.95401
H -1.13732 1.53918 4.38300
```

Values from the calculation:
Charge: +1
Spin multiplicity: 1
E_LUMO (eV): -3.285
Total energy (hartree): -402.921735
Gap between HOMO and LUMO (eV): 10.7168
Energy above the lowest of the compared OMol25 structures with the same formula, charge and spin (kJ/mol): 91.5

---

8.
Density functional theory data (ωB97M-V with the def2-TZVPD basis set) for a 2-piece molecular cluster, C13H31N2O4 overall.

Structure (XYZ):
```
50
C13H31N2O4 ωB97M-V with the def2-TZVPD basis set
O -1.35846 0.78602 -1.03822
O -0.86558 4.37740 -3.98339
O -0.58149 -2.83499 4.34498
O 2.42896 -0.54314 1.65324
N -0.95656 -1.33509 1.94734
N -0.57933 1.25210 -3.88948
C 3.70945 -2.59268 2.10282
C 0.06863 -1.61640 4.10487
C 0.32127 0.91123 -2.79904
C 0.38560 -1.41004 2.64748
C -1.30005 4.22443 -2.64834
C -0.37514 0.04873 -1.76965
C 1.25669 -0.18022 2.33634
C 3.45719 -1.12578 2.46578
C -2.69420 0.40288 -1.32968
C -0.03985 2.21778 -4.84785
C -1.75532 -3.02679 3.59369
C 0.27433 3.62543 -4.35243
C -1.63168 -2.66655 2.12172
H -0.46413 4.03265 -1.96934
H 1.16947 0.35211 -3.20372
H -2.61464 -2.62918 1.66539
H 0.72578 4.16459 -5.18818
H -0.51638 -0.76230 4.47023
H 0.99515 -1.61810 4.66598
H -2.99106 0.69410 -2.33949
H 4.36441 -0.55704 2.28858
H -1.43883 1.62362 -3.50634
H -1.03209 -3.38779 1.58177
H -2.61454 -2.50816 4.02672
H -0.81504 -0.83744 -2.23646
H 0.71282 0.51866 1.70415
H -2.03982 3.42255 -2.55304
H 3.22735 -1.01867 3.52258
H -1.78232 5.15485 -2.34938
H 4.71464 -2.75314 1.73797
H -1.52136 -0.59571 2.36896
H 0.37638 -0.28744 -1.04235
H 0.71648 1.79627 -2.28202
H 3.03611 -2.85794 1.29363
H 1.49973 0.35210 3.25792
H -0.81932 -1.15780 0.94881
H -2.82648 -0.67932 -1.21785
H 3.51487 -3.24840 2.94427
H -1.97482 -4.08727 3.62923
H 0.86489 -2.28403 2.22819
H 0.86833 1.79363 -5.28623
H -3.34616 0.91239 -0.62144
H 1.01375 3.63145 -3.54211
H -0.76763 2.30646 -5.65661
```

Values from the calculation:
Charge: +1
Spin multiplicity: 1
E_LUMO (eV): -2.921
Total energy (hartree): -924.066376
Gap between HOMO and LUMO (eV): 7.9044